Entry 1:
Below is 2 unconnected molecules or ions with the total composition C6H10O, with properties calculated with the ωB97M-V functional and the def2-TZVPD basis.

Output
LUMO level = 0.94 eV
Kohn-Sham gap = 9.09 eV
Relative energy (zero: lowest compared OMol25 entry of this formula, charge and spin) = 3.670 eV
E_tot = -309.70752 Eh

The geometry in ORCA input format:
```
! wB97M-V def2-TZVPD RIJCOSX def2/J DEFGRID3
* xyz 0 1
C 0.68850 1.72210 -0.94948
C -0.33154 0.89928 -0.18693
O -0.97213 -0.05526 -1.11266
C -0.43884 -1.26275 -0.82238
C 0.13044 -1.35782 0.39104
C 1.42313 -0.86250 0.91362
C 0.18899 0.02821 0.94562
H 0.24344 2.18276 -1.83526
H 1.53257 1.10245 -1.26892
H 1.07347 2.51559 -0.30083
H -1.13749 1.53836 0.17904
H -3.12351 -1.20902 0.73674
H -0.54726 -1.99702 -1.61423
H -2.48944 -1.54701 0.92422
H 2.21343 -0.68520 0.18612
H 1.78528 -1.20567 1.88041
H -0.23902 0.19350 1.93386
*
```

***

Entry 2:
Below is a molecular structure, C38H96F4HgN8O22S4, with properties calculated with the ωB97M-V functional and the def2-TZVPD basis.

Output
LUMO level = -2.46 eV
Kohn-Sham gap = 5.81 eV
Relative energy (zero: lowest compared OMol25 entry of this formula, charge and spin) = 0.000 eV
E_tot = -5743.82206 Eh

The geometry in ORCA input format:
```
! wB97M-V def2-TZVPD RIJCOSX def2/J DEFGRID3
* xyz 0 1
Hg -9.12834 -17.85930 23.14535
N -7.70601 -19.57126 22.77308
S -7.60909 -21.05712 22.95750
O -6.49542 -21.50778 23.82029
O -8.16646 -22.03630 22.02187
F -8.84988 -21.16191 24.03640
S -6.56895 -19.62327 21.48966
O -7.06623 -20.12834 20.16710
O -5.21034 -19.92995 21.78619
F -6.53492 -18.00936 21.13522
N -8.41951 -15.83834 23.06941
S -6.87801 -15.14860 23.41467
O -6.63577 -14.55599 24.71439
O -6.16984 -14.57383 22.30824
F -6.13758 -16.61624 23.60190
S -8.92606 -14.49643 22.58536
O -8.62396 -14.22854 21.19022
O -9.15586 -13.29927 23.43883
F -10.44509 -15.05492 22.43401
C -11.96154 -22.37785 25.32331
C -11.78960 -23.51302 24.32272
O -13.07962 -23.77767 23.84647
O -12.28848 -21.11045 24.65323
H -10.96857 -22.26983 25.75970
H -12.67943 -22.69041 26.08163
H -11.39545 -24.38157 24.85032
H -11.03376 -23.31768 23.56203
H -13.42438 -23.03639 23.34324
H -13.22734 -21.16706 24.46103
C 2.58640 -17.28035 23.36232
O 1.58823 -17.69563 24.26476
C 1.38408 -19.07352 24.25657
C 0.10537 -19.39280 23.50620
N 0.15476 -19.02532 22.11256
C -1.02796 -19.47152 21.37394
C -2.31685 -18.69121 21.58216
O -2.14284 -17.27024 21.52070
C -3.34197 -16.54325 21.78684
H 2.65337 -17.73623 22.37450
H 3.55022 -17.45483 23.84056
H 2.38291 -16.21789 23.22860
H 1.24325 -19.41881 25.28080
H 2.26358 -19.63697 23.94498
H -0.76725 -18.90187 23.93705
H -0.00308 -20.47630 23.55483
H 0.13386 -18.01788 22.18138
H -1.30162 -20.46038 21.74186
H -0.90644 -19.52476 20.29205
H -2.73868 -18.93793 22.55648
H -3.09555 -19.01354 20.89091
H -3.77694 -16.87299 22.73033
H -4.05474 -16.73504 20.98478
H -3.21947 -15.46036 21.76617
C -12.38133 -30.99478 22.66864
O -10.97333 -30.56517 22.50065
C -10.56271 -30.81490 21.16277
C -9.02470 -30.91938 21.24391
N -8.47864 -29.67566 21.67444
C -8.63341 -28.62498 20.62725
C -7.92297 -27.34593 21.00878
O -8.46666 -26.63364 22.12958
C -8.31419 -25.19215 21.99710
H -12.55259 -32.03013 22.37401
H -13.02576 -30.29457 22.13712
H -12.69727 -30.85002 23.70176
H -11.01355 -30.05059 20.52978
H -11.00559 -31.72448 20.75704
H -8.59041 -31.13227 20.26710
H -8.80330 -31.70487 21.96645
H -8.96473 -29.50456 22.54309
H -9.64687 -28.24907 20.48697
H -8.15592 -28.91862 19.69243
H -7.95496 -26.68970 20.13905
H -6.88183 -27.59051 21.21928
H -9.07903 -24.79576 21.32927
H -7.31800 -24.90306 21.66222
H -8.58292 -24.78129 22.97027
C -5.09827 -15.20425 30.48497
O -4.43294 -16.04502 29.56823
C -3.20308 -16.53242 30.12312
C -2.30608 -17.27796 29.21014
N -2.92757 -18.16897 28.25271
C -1.84618 -18.65826 27.37843
C -2.40646 -19.58516 26.32631
O -3.21256 -18.72818 25.51902
C -4.35044 -19.31922 24.88413
H -6.04259 -14.91725 30.02236
H -4.55474 -14.31292 30.79834
H -5.42209 -15.71474 31.39196
H -3.43036 -17.19820 30.95570
H -2.56892 -15.68119 30.37079
H -1.71920 -17.83690 29.93902
H -1.64410 -16.56362 28.72067
H -3.61872 -17.65861 27.72173
H -1.28495 -19.38047 27.97134
H -1.19705 -17.87034 26.99643
H -2.96370 -20.35799 26.85575
H -1.65509 -20.17422 25.80042
H -4.06207 -19.95813 24.04943
H -4.85084 -18.49023 24.38365
H -5.04637 -19.74245 25.60847
C -5.28115 -26.05527 25.15233
O -4.41263 -25.40966 24.21528
C -4.78997 -24.05321 23.87742
C -3.78841 -23.40457 22.95324
N -3.83949 -23.78041 21.53167
C -4.99319 -23.09756 20.92919
C -5.29636 -23.74126 19.58130
O -5.49805 -25.10827 19.72453
C -5.68779 -25.78574 18.49397
H -5.05325 -27.12117 25.14809
H -6.33964 -26.06944 24.89252
H -5.12298 -25.70955 26.17387
H -4.62047 -23.56203 24.83560
H -5.84192 -24.01245 23.59486
H -2.78909 -23.58121 23.35105
H -3.88440 -22.32382 23.05747
H -3.97755 -24.77978 21.48383
H -4.71028 -22.05366 20.79374
H -5.82020 -23.08382 21.63910
H -4.41021 -23.53242 18.98194
H -6.17050 -23.24080 19.16473
H -4.69911 -25.81330 18.03588
H -6.39895 -25.27601 17.84395
H -5.95975 -26.82991 18.64836
C -11.03618 -15.80737 25.51547
O -10.92470 -16.74374 24.48079
C -12.24581 -17.25115 24.20964
C -12.26901 -18.19392 22.95180
N -11.10711 -19.09982 22.98527
C -11.06100 -19.76324 21.71907
C -10.69362 -18.88936 20.50419
O -9.64053 -17.97026 20.83044
C -9.14926 -17.20052 19.74463
H -10.11853 -15.21932 25.53015
H -11.11494 -16.27598 26.49644
H -11.76699 -15.01093 25.37515
H -13.02970 -16.50825 24.06227
H -12.44213 -17.90012 25.06310
H -12.33772 -17.60734 22.03567
H -13.19099 -18.76072 22.82223
H -11.32849 -19.83503 23.64144
H -12.02635 -20.25035 21.58152
H -10.39095 -20.61180 21.85718
H -11.57527 -18.33933 20.17517
H -10.37246 -19.58073 19.72511
H -9.86237 -16.62933 19.15022
H -8.67835 -17.85955 19.01523
H -8.43327 -16.47829 20.13687
C -12.19214 -27.72743 18.99774
O -12.22154 -26.27537 18.89053
C -11.80668 -25.56495 20.05276
C -12.06280 -24.09150 19.89572
N -11.53515 -23.37499 18.70270
C -10.15128 -23.02196 18.93476
C -9.35141 -22.45228 17.70106
O -9.09053 -23.53788 16.77443
C -8.13203 -23.28685 15.66803
H -12.80591 -28.13554 18.19472
H -12.66189 -28.15908 19.88154
H -11.13271 -27.98012 18.95448
H -10.72261 -25.64991 20.12810
H -12.22099 -25.98623 20.96871
H -11.81527 -23.58136 20.82662
H -13.14750 -23.98857 19.92637
H -11.44724 -23.98523 17.90271
H -9.66868 -23.92089 19.31832
H -10.08105 -22.29608 19.74486
H -8.41167 -21.93296 17.88894
H -9.92172 -21.70459 17.14988
H -7.93009 -24.23771 15.17490
H -7.26266 -22.73697 16.02851
H -8.54641 -22.71978 14.83448
*
```

***

Entry 3:
Below is 9 unconnected molecules or ions with the total composition C52H118N6O9, with properties calculated with the ωB97M-V functional and the def2-TZVPD basis.

Output
LUMO level = 0.22 eV
Kohn-Sham gap = 8.24 eV
Relative energy (zero: lowest compared OMol25 entry of this formula, charge and spin) = 0.000 eV
E_tot = -3057.48780 Eh

The geometry in ORCA input format:
```
! wB97M-V def2-TZVPD RIJCOSX def2/J DEFGRID3
* xyz 0 1
C -3.20844 5.90887 5.06367
C -3.34618 4.87273 3.94527
C -3.52052 3.49606 4.56992
C -4.87238 3.27637 5.19480
C -5.91634 3.37017 4.08422
C -5.89328 4.72268 3.37589
N -4.51307 5.11235 3.10158
O -4.43639 6.37071 2.45497
C -6.60056 4.48176 2.02387
C -6.65931 5.77515 4.17090
C -2.10090 4.82358 3.07255
H -3.13417 6.90226 4.61627
H -2.24487 5.76092 5.56023
H -4.01354 5.82663 5.78480
H -3.29651 2.70491 3.84630
H -2.76044 3.31306 5.34167
H -5.09404 3.93319 6.03800
H -4.92967 2.27129 5.62680
H -6.90651 3.20090 4.51800
H -5.73903 2.56037 3.37382
H -7.61688 4.13908 2.24328
H -6.69307 5.40418 1.44832
H -6.11746 3.68637 1.45944
H -6.23940 5.89690 5.17000
H -6.64635 6.73572 3.65460
H -7.71721 5.52051 4.27946
H -2.07528 3.97671 2.39206
H -1.23653 4.85331 3.74137
H -1.99833 5.70941 2.43881
H -4.46823 6.13164 1.52295
C 2.79722 -4.41126 -6.53422
C 2.58359 -4.25808 -5.03026
C 1.07056 -4.09600 -4.84865
C 0.69085 -4.15789 -3.36829
C 1.06867 -5.53677 -2.86154
C 2.53702 -5.90984 -3.07345
N 2.97841 -5.50765 -4.40011
O 4.35219 -5.75862 -4.57422
C 3.37267 -5.32593 -1.90428
C 2.60498 -7.42422 -2.97076
C 3.31411 -2.98769 -4.53182
H 2.36202 -3.56837 -7.08038
H 2.28907 -5.30165 -6.90443
H 3.84964 -4.47629 -6.81535
H 0.78407 -3.12045 -5.25006
H 0.51607 -4.84874 -5.41357
H -0.38594 -4.00090 -3.34232
H 1.22843 -3.34773 -2.86958
H 0.39536 -6.23591 -3.37359
H 0.76457 -5.67053 -1.81898
H 4.26283 -5.94784 -1.76644
H 3.72592 -4.29984 -2.00335
H 2.80345 -5.38962 -0.97715
H 2.36944 -7.82427 -1.98272
H 1.98299 -7.89049 -3.73500
H 3.61755 -7.80049 -3.16142
H 4.19741 -2.83299 -5.15745
H 3.59656 -3.01746 -3.48502
H 2.68699 -2.11500 -4.72310
H 4.83164 -5.14709 -3.99283
C 6.01249 5.40594 -3.13148
C 5.54699 4.00410 -2.74180
C 5.19901 4.06041 -1.23983
C 4.15281 3.10474 -0.70947
C 2.93620 3.01135 -1.61655
C 3.34243 2.70239 -3.05876
N 4.31874 3.70003 -3.45858
O 4.48904 3.79239 -4.85165
C 3.84068 1.25562 -3.17784
C 2.10615 2.88432 -3.94421
C 6.68012 2.97366 -2.95717
H 5.19275 6.10424 -2.96605
H 6.37022 5.50249 -4.15455
H 6.83436 5.67679 -2.46214
H 6.08493 4.03199 -0.58501
H 4.97919 5.10912 -0.98106
H 3.83419 3.47694 0.27003
H 4.56394 2.10919 -0.51248
H 2.36284 3.93744 -1.55141
H 2.27278 2.19976 -1.29540
H 4.53302 0.98334 -2.38284
H 2.99460 0.56908 -3.22583
H 4.35179 1.08412 -4.13377
H 1.25532 2.37373 -3.48297
H 1.84662 3.94616 -3.86390
H 2.21148 2.62616 -4.99185
H 6.56034 2.47165 -3.92919
H 6.67675 2.18896 -2.20307
H 7.66625 3.42308 -3.08244
H 4.95916 2.98825 -5.11986
C 1.63716 -0.97441 -1.32980
C 0.71834 -1.16510 -0.13245
C 1.54774 -1.86322 0.93841
C 0.89386 -1.86111 2.30656
C 0.60254 -0.42699 2.73060
C -0.19589 0.38604 1.70823
N 0.36201 0.14984 0.38854
O -0.25696 0.95808 -0.60173
C -1.67522 0.05755 1.88112
C -0.00562 1.86049 2.05467
C -0.50068 -2.00971 -0.54698
H 2.21338 -0.06232 -1.13280
H 1.14562 -0.73134 -2.27630
H 2.35502 -1.77624 -1.50164
H 1.74782 -2.88792 0.61673
H 2.47040 -1.28102 1.04407
H 1.47758 -2.44076 3.02642
H -0.06032 -2.41091 2.32867
H 1.53408 0.09996 2.97124
H 0.06634 -0.50093 3.68174
H -2.35057 0.60596 1.21291
H -1.92350 -0.98617 1.68337
H -2.03613 0.27944 2.88918
H -0.66047 2.50373 1.46483
H -0.15999 2.09190 3.10841
H 1.01267 2.16844 1.78880
H -1.06658 -2.39411 0.29371
H -0.06434 -2.83481 -1.12427
H -1.10425 -1.52482 -1.31750
H 0.38585 1.66363 -0.73621
C -4.02263 -2.49023 0.28713
C -4.75349 -2.36190 -1.05533
C -5.15752 -0.90511 -1.23933
C -5.48080 -0.50146 -2.67612
C -4.40184 -0.91233 -3.64567
C -3.96237 -2.37009 -3.52067
N -3.84962 -2.75507 -2.13726
O -3.29552 -4.03903 -1.97492
C -4.92279 -3.26278 -4.32463
C -2.59322 -2.46685 -4.19801
C -5.98913 -3.27828 -1.01853
H -3.69610 -3.50406 0.51563
H -4.78703 -2.28199 1.04405
H -3.23419 -1.75014 0.32739
H -6.02846 -0.70152 -0.61624
H -4.30077 -0.28946 -0.93445
H -5.71663 0.56198 -2.74556
H -6.44208 -0.98578 -2.90970
H -3.48792 -0.33634 -3.45504
H -4.71178 -0.72500 -4.67298
H -5.90587 -3.31581 -3.85483
H -5.00477 -2.95286 -5.36834
H -4.58965 -4.30543 -4.37374
H -1.79768 -2.06010 -3.56770
H -2.33287 -3.52721 -4.29019
H -2.56759 -2.04592 -5.20133
H -6.65844 -3.18021 -1.87506
H -6.57344 -3.11260 -0.11083
H -5.66113 -4.32079 -1.04521
H -2.41840 -3.86565 -1.61240
C 0.89224 0.37517 6.47317
C 1.20025 -1.01885 7.04237
C 0.30205 -2.08742 6.43116
O -1.05074 -1.70196 6.44217
C -1.86956 -2.32755 5.48546
N 2.61562 -1.33565 6.77096
H -0.18869 0.46878 6.59183
H 1.26028 0.40227 5.44914
H 1.30769 1.16837 7.09190
H 1.04400 -0.92847 8.12063
H 0.44791 -3.02308 6.99497
H 0.62032 -2.27579 5.39402
H -2.59151 -1.60585 5.11343
H -2.41297 -3.17039 5.94337
H -1.27485 -2.81833 4.70573
H 2.72685 -1.23944 5.75987
H 2.75476 -2.33710 6.90581
C 4.97514 1.26219 2.40171
O 5.76956 0.11781 2.05577
H 5.07261 1.49786 3.46359
H 5.31586 2.15212 1.86237
H 3.94289 1.08317 2.11402
H 6.67257 0.42867 1.95430
C -1.13526 3.85965 -2.22893
O -0.27842 4.68133 -1.43000
H -1.14986 2.87075 -1.78053
H -2.13054 4.31194 -2.27039
H -0.80266 3.83220 -3.26946
H 0.24297 5.25313 -1.99789
C 4.36213 -2.82776 3.45591
O 4.29130 -1.46563 3.87314
H 5.41172 -3.12310 3.50102
H 3.75050 -3.44147 4.11682
H 3.93974 -2.97028 2.45519
H 4.77133 -0.94406 3.21632
*
```

***

- Among the records above, which one has the highest Kohn-Sham gap?
  C6H10O

***

- Number 3 is which compound?
  C52H118N6O9

***

Copy entry 1 word for word.
Below is 2 unconnected molecules or ions with the total composition C6H10O, with properties calculated with the ωB97M-V functional and the def2-TZVPD basis.

Output
LUMO level = 0.94 eV
Kohn-Sham gap = 9.09 eV
Relative energy (zero: lowest compared OMol25 entry of this formula, charge and spin) = 3.670 eV
E_tot = -309.70752 Eh

The geometry in ORCA input format:
```
! wB97M-V def2-TZVPD RIJCOSX def2/J DEFGRID3
* xyz 0 1
C 0.68850 1.72210 -0.94948
C -0.33154 0.89928 -0.18693
O -0.97213 -0.05526 -1.11266
C -0.43884 -1.26275 -0.82238
C 0.13044 -1.35782 0.39104
C 1.42313 -0.86250 0.91362
C 0.18899 0.02821 0.94562
H 0.24344 2.18276 -1.83526
H 1.53257 1.10245 -1.26892
H 1.07347 2.51559 -0.30083
H -1.13749 1.53836 0.17904
H -3.12351 -1.20902 0.73674
H -0.54726 -1.99702 -1.61423
H -2.48944 -1.54701 0.92422
H 2.21343 -0.68520 0.18612
H 1.78528 -1.20567 1.88041
H -0.23902 0.19350 1.93386
*
```